{"formula": "C27H29N7O4", "method": "ωB97M-V/def2-TZVPD", "symbols": ["C", "O", "C", "C", "C", "C", "N", "C", "O", "C", "N", "N", "N", "C", "C", "C", "C", "C", "C", "O", "N", "C", "C", "O", "N", "C", "C", "C", "C", "C", "C", "C", "C", "N", "C", "C", "C", "C", "H", "H", "H", "H", "H", "H", "H", "H", "H", "H", "H", "H", "H", "H", "H", "H", "H", "H", "H", "H", "H", "H", "H", "H", "H", "H", "H", "H", "H"], "xyz": [[-1.047642, -5.394016, -1.102292], [-1.940621, -4.785585, -0.198154], [-1.814778, -3.460594, 0.042365], [-0.937091, -2.610488, -0.624719], [-0.872337, -1.272711, -0.281232], [-1.670027, -0.771069, 0.736483], [-1.570979, 0.599351, 1.112416], [-0.961217, 1.024649, 2.230199], [-0.845037, 2.204571, 2.516698], [-0.395812, -0.054885, 3.162614], [0.439819, -0.975600, 2.461361], [0.356964, -2.274768, 2.590162], [1.215473, -2.795135, 1.792571], [1.830230, -1.766736, 1.164094], [2.829911, -1.941412, 0.158864], [3.382906, -3.093180, -0.341713], [4.295537, -2.683073, -1.334641], [4.237084, -1.316329, -1.375433], [4.955875, -0.323934, -2.214597], [3.350031, -0.864068, -0.471658], [1.349249, -0.600021, 1.588363], [-2.111694, 1.602884, 0.181470], [-0.994571, 1.968199, -0.827672], [-0.972715, 1.611181, -1.987245], [-0.042888, 2.705666, -0.242278], [1.214266, 3.043429, -0.874374], [1.509882, 4.537503, -0.718996], [2.146054, 4.681722, 0.673505], [2.567808, 3.264046, 1.104338], [2.379318, 2.383290, -0.132642], [-3.402626, 1.107786, -0.412626], [-3.458901, 0.243055, -1.498766], [-4.703046, -0.188842, -1.934161], [-5.843291, 0.164441, -1.369017], [-5.789608, 0.990538, -0.338881], [-4.604768, 1.490761, 0.174810], [-2.579679, -1.606458, 1.376221], [-2.649938, -2.937143, 1.033158], [-0.008732, -5.244589, -0.793371], [-1.284327, -6.456344, -1.078073], [-1.186490, -5.016484, -2.120399], [-0.288730, -2.976638, -1.404140], [-0.186720, -0.618685, -0.798735], [0.182571, 0.467566, 3.932308], [-1.193237, -0.632381, 3.634550], [3.156275, -4.089250, -0.023180], [4.913718, -3.314137, -1.939655], [5.630128, -0.835363, -2.894362], [4.245326, 0.267967, -2.790245], [5.528180, 0.357557, -1.586486], [-2.316417, 2.494337, 0.788100], [-0.120759, 2.931047, 0.741137], [1.133915, 2.730893, -1.918084], [0.606741, 5.135914, -0.827951], [2.213112, 4.841693, -1.494139], [3.002145, 5.354385, 0.635734], [1.433534, 5.099667, 1.383802], [1.928540, 2.908220, 1.912592], [3.595647, 3.236079, 1.462360], [3.266911, 2.416350, -0.764775], [2.175135, 1.345968, 0.126807], [-2.563249, -0.067399, -2.007569], [-4.789634, -0.859356, -2.778856], [-6.743435, 1.261846, 0.094618], [-4.615681, 2.163349, 1.020006], [-3.226214, -1.206684, 2.143268], [-3.339386, -3.602525, 1.526141]], "forces_ev_per_angstrom": [[0.1, -0.1, -0.2], [-0.2, 0.1, 0.2], [-0.1, 0.3, 0.1], [-0.1, -0.3, -0.1], [-0.1, 0.1, 0.3], [0.0, -0.5, 0.0], [-0.3, 0.0, -0.3], [0.2, -0.2, 0.2], [0.1, 0.2, 0.3], [-0.2, 0.6, 0.5], [0.7, -0.5, -0.2], [-0.7, -0.2, 0.7], [0.5, -0.4, -0.4], [-0.6, 0.8, 0.7], [0.5, -1.2, -0.5], [-0.5, 0.7, 0.5], [0.1, 0.7, -0.2], [0.5, -0.8, -0.5], [-0.3, 0.1, 0.3], [-0.2, 0.3, 0.2], [0.5, 0.1, -0.4], [0.0, 0.3, -0.1], [-0.4, 0.1, 0.4], [0.0, -0.2, -0.4], [0.4, 0.3, 0.3], [0.2, 0.0, -0.4], [-0.1, 0.0, -0.1], [0.0, 0.1, 0.1], [0.1, 0.0, 0.0], [-0.1, -0.1, 0.0], [-0.1, 0.1, -0.1], [-0.1, 0.1, 0.0], [0.3, -0.1, -0.1], [-0.5, -0.1, -0.1], [0.0, 0.2, 0.2], [0.2, -0.1, -0.1], [0.1, 0.0, -0.2], [0.1, -0.2, -0.1], [0.0, 0.0, 0.0], [0.1, 0.1, 0.0], [0.0, 0.0, 0.0], [0.1, -0.1, -0.1], [0.1, 0.1, 0.0], [-0.1, -0.1, -0.2], [0.1, 0.0, -0.1], [-0.1, -0.2, 0.1], [0.2, -0.1, -0.2], [0.0, 0.0, 0.0], [0.0, 0.1, -0.1], [0.1, 0.1, 0.0], [0.0, -0.2, -0.2], [-0.3, -0.1, 0.0], [0.0, 0.1, 0.1], [0.0, 0.0, -0.1], [0.0, 0.0, 0.0], [0.0, 0.1, 0.1], [0.0, 0.1, 0.0], [0.0, 0.0, 0.1], [0.0, 0.0, 0.1], [0.1, 0.0, -0.1], [0.0, 0.0, -0.1], [0.0, 0.0, 0.0], [0.1, -0.1, -0.1], [0.0, 0.1, 0.1], [0.0, 0.1, 0.1], [-0.1, 0.1, 0.1], [-0.1, -0.1, 0.1]], "lowdin_charge": [-0.08, -0.07, -0.27, 0.00, -0.02, -0.25, 0.07, -0.42, 0.05, -0.01, -0.19, 0.09, 0.11, -0.29, -0.22, 0.00, -0.02, -0.31, 0.00, 0.09, 0.21, -0.11, -0.42, 0.07, 0.13, -0.29, -0.14, -0.18, -0.18, -0.14, -0.16, 0.00, -0.13, 0.06, -0.15, -0.01, -0.01, 0.02, 0.09, 0.09, 0.10, 0.11, 0.12, 0.14, 0.13, 0.11, 0.11, 0.08, 0.09, 0.09, 0.15, 0.12, 0.14, 0.11, 0.11, 0.10, 0.10, 0.09, 0.10, 0.11, 0.08, 0.10, 0.11, 0.10, 0.11, 0.13, 0.12], "smiles": "COc1ccc(N(C(=O)Cn2nnc(-c3ccc(C)o3)n2)[C@@H](C(=O)NC2CCCC2)c2ccncc2)cc1", "charge": 0, "e_lumo_ev": 0.619, "e_above_lowest_kj_mol": 0.00, "homo_ha": -0.3089, "e_tot_ev": -47090.0035}